{"formula": "C26H24N7O3S2Tc", "method": "ωB97M-V/def2-TZVPD", "elements": ["C", "N", "H", "C", "Tc", "C", "O", "H", "H", "N", "N", "N", "C", "C", "C", "N", "H", "C", "O", "H", "C", "H", "C", "N", "H", "H", "C", "H", "H", "H", "C", "H", "H", "C", "O", "C", "C", "C", "H", "H", "H", "H", "C", "C", "C", "N", "H", "S", "H", "H", "S", "H", "C", "C", "C", "C", "C", "C", "H", "C", "H", "C", "H"], "coordinates": [[-3.6989, -2.0184, 0.3079], [1.9859, -0.9784, 1.2920], [-4.6890, 1.8092, 1.1790], [-5.0444, -1.4448, 0.3767], [-0.4279, 0.4704, 0.0921], [1.1962, 0.3056, -4.4972], [-2.7331, -1.2194, -3.1222], [3.4386, -1.5446, 4.7326], [3.6589, -3.8079, 3.6942], [-3.1089, -0.0784, -1.0424], [1.8718, -0.8987, 3.5636], [-1.3313, -1.2676, 0.0642], [1.3567, -0.1824, -2.1621], [-1.7717, 4.9013, 3.3340], [0.0257, 0.9995, -4.2504], [1.4195, -0.5150, 0.1382], [-4.0373, 6.7754, 1.6410], [-3.2762, -3.1278, 0.9648], [-1.8517, 3.6946, -1.4796], [-6.4261, 0.0817, 0.6134], [2.0245, -0.7461, -0.9793], [4.1002, -0.8079, -1.4611], [3.3167, -1.4796, -1.1033], [0.2030, 0.4915, -1.9335], [-1.3422, 1.6169, -2.7098], [-0.5303, 1.4791, -5.0421], [-2.7378, 5.8710, 3.0896], [3.6129, -1.8804, -0.1404], [3.8038, -1.4111, 3.0169], [-1.3308, 4.8096, 4.3173], [-3.2961, 6.0104, 1.8271], [-3.0498, 6.5296, 3.8893], [-3.9604, -3.7499, 1.5265], [-3.3349, 1.0665, -0.2296], [-0.0529, 2.7303, -0.0205], [-1.3635, 4.0575, 2.3160], [-1.9377, 4.2057, 1.0587], [-5.3802, -0.1352, 0.4311], [1.5870, 0.2281, -5.5027], [1.3694, -0.5901, 4.3781], [-3.3044, 5.2757, -0.2007], [2.0109, -3.5602, 4.2776], [1.3784, -0.5463, 2.3728], [-0.4401, 1.0717, -2.9512], [3.0522, -1.7408, 3.7334], [-2.1101, 1.6678, 0.0314], [2.7941, -0.8251, -3.6080], [-0.0425, 0.4959, 2.4098], [-0.5986, 3.3105, 2.4828], [0.0995, -2.5765, 0.8396], [-1.4687, 3.1151, -0.2282], [3.2245, -2.2966, -1.8207], [2.7515, -3.2208, 3.5527], [-1.8736, -3.3911, 1.0118], [1.8722, -0.2883, -3.4412], [-2.6648, -1.3086, -0.4477], [-2.8376, -0.9431, -1.9764], [-2.8954, 5.1751, 0.7950], [2.3744, -3.4134, 2.5485], [-4.4729, 1.0193, 0.4688], [-5.8473, -2.1602, 0.5146], [-0.9523, -2.4571, 0.6179], [-1.5125, -4.2896, 1.4925]], "e_above_lowest_ev": 4.8825, "homo_energy_ev": [-10.2, -10.3], "molar_mass_g_mol": 644.7, "largest_force_ev_per_a": 1.07, "multiplicity": 2, "gap_ev": [5.5, 5.6], "charge": 1}